No. 1
A cluster of 7 separate species, C28H53F2NO16S in total at a distorted geometry, computed with wB97M-V/def2-TZVPD.

Each line ends with the Löwdin charge.
Atoms and positions in Å:
O -2.0173 -1.1626 -0.8883  0.07
C -2.7695 -0.9745 0.0288  -0.21
C -3.5116 0.3418 0.2439  -0.14
N -2.7616 1.4845 -0.2865  -0.19
C -1.6681 1.9306 0.6094  -0.07
C -0.3517 1.9787 -0.1560  -0.43
O 0.3437 2.9517 -0.1378  0.16
F -0.0704 0.8997 -0.8631  0.14
S -3.7341 2.7335 -0.7313  0.59
O -2.9528 3.5928 -1.5377  -0.22
O -4.9454 2.2725 -1.2936  -0.22
F -4.0856 3.5107 0.5816  -0.13
H -2.9798 -1.7840 0.7460  0.09
H -4.4624 0.2234 -0.2661  0.12
H -3.7234 0.4166 1.3112  0.13
H -1.8407 2.9580 0.8963  0.11
H -1.6056 1.3514 1.5226  0.15
C -2.2480 -7.3838 2.5433  -0.06
C -2.2720 -6.5493 1.2789  -0.23
O -3.0882 -5.3733 1.4508  0.02
C -2.6488 -4.2493 2.0093  -0.52
C -1.3207 -4.2398 2.7277  0.02
O -3.3509 -3.2680 1.9858  0.06
H -1.8126 -6.8360 3.3811  0.07
H -1.6716 -8.2904 2.3883  0.07
H -3.2637 -7.6540 2.8339  0.09
H -1.2818 -6.2751 0.9322  0.09
H -2.7349 -7.1126 0.4765  0.12
H -1.4977 -4.3677 3.7943  0.10
H -0.8479 -3.2747 2.5582  0.09
H -0.6246 -5.0007 2.3846  0.06
C 2.3906 4.3095 4.3130  -0.06
C 1.3670 4.1140 3.2138  -0.24
O 0.2914 3.2670 3.6228  -0.01
C -0.7854 3.6695 4.3150  -0.53
C -0.7959 5.0390 4.9420  0.01
O -1.6934 2.8974 4.4706  0.09
H 1.9605 4.8085 5.1819  0.07
H 3.2273 4.9078 3.9530  0.08
H 2.7675 3.3451 4.6539  0.08
H 0.9933 5.0626 2.8241  0.12
H 1.8257 3.5923 2.3758  0.12
H -0.5078 4.9543 5.9885  0.09
H -1.8083 5.4298 4.8833  0.08
H -0.1500 5.7618 4.4484  0.08
C -5.3296 8.2522 8.3439  -0.06
C -4.2554 8.4204 7.2896  -0.24
O -3.0100 7.8547 7.7051  0.00
C -2.7075 6.5509 7.5769  -0.53
C -3.7915 5.5669 7.2007  0.02
O -1.5931 6.1860 7.8289  0.10
H -5.5418 7.2013 8.5401  0.07
H -6.2545 8.7355 8.0285  0.08
H -5.0051 8.6938 9.2860  0.08
H -4.5565 8.0206 6.3200  0.11
H -4.0553 9.4797 7.1395  0.12
H -4.1727 5.1022 8.1085  0.10
H -3.3528 4.7989 6.5668  0.08
H -4.6187 6.0031 6.6457  0.07
C 1.8499 1.6732 -3.1178  -0.07
C 2.9250 1.8177 -4.1731  -0.24
O 4.1605 1.2263 -3.7555  0.00
C 4.4329 -0.0848 -3.8801  -0.54
C 3.3258 -1.0388 -4.2584  0.01
O 5.5392 -0.4753 -3.6275  0.10
H 1.6178 0.6275 -2.9199  0.07
H 0.9331 2.1733 -3.4311  0.09
H 2.1820 2.1089 -2.1762  0.08
H 2.6144 1.4208 -5.1418  0.11
H 3.1474 2.8727 -4.3266  0.12
H 2.9239 -1.4961 -3.3554  0.10
H 3.7480 -1.8124 -4.8954  0.09
H 2.5158 -0.5794 -4.8186  0.07
C 2.2726 -8.4113 -2.9469  -0.06
C 1.1418 -7.4448 -2.6643  -0.23
O 0.1511 -8.0226 -1.8063  0.01
C 0.2490 -8.0485 -0.4711  -0.52
C 1.5548 -7.6742 0.1898  0.02
O -0.6905 -8.4303 0.1736  0.08
H 2.8057 -8.6877 -2.0369  0.07
H 2.9871 -7.9704 -3.6418  0.08
H 1.8822 -9.3319 -3.3801  0.08
H 1.4947 -6.4949 -2.2605  0.12
H 0.6204 -7.2126 -3.5906  0.12
H 2.1081 -8.5846 0.4139  0.10
H 1.3302 -7.1567 1.1207  0.09
H 2.1801 -7.0093 -0.4004  0.07
C 5.0183 0.9902 -7.6809  -0.05
C 5.0775 -0.5195 -7.7858  -0.23
O 3.7709 -1.1046 -7.7943  -0.01
C 3.0056 -1.2226 -8.8963  -0.53
C 3.4080 -0.4979 -10.1597  0.01
O 1.9868 -1.8482 -8.8306  0.11
H 4.5090 1.4350 -8.5364  0.07
H 6.0227 1.4093 -7.6232  0.09
H 4.4640 1.2857 -6.7897  0.07
H 5.6557 -0.8555 -8.6479  0.11
H 5.5707 -0.9242 -6.9029  0.12
H 2.8565 0.4392 -10.2178  0.10
H 3.1398 -1.1222 -11.0083  0.09
H 4.4731 -0.2935 -10.2383  0.07

---

No. 2
The molecule C28H53NO4S at a distorted geometry, computed with wB97M-V/def2-TZVPD.

Each line ends with the Löwdin charge.
Atoms and positions in Å:
C 0.5590 -3.1384 0.6197  -0.10
C 0.5892 -1.8623 -0.3371  -0.24
C 0.8178 -2.2045 -1.8790  -0.19
C 1.6363 -3.5321 -2.1672  -0.20
C 3.1878 -3.4652 -1.7926  -0.20
C 3.9035 -2.0980 -2.1876  -0.18
C 3.8702 -1.1381 -0.8971  -0.20
C 5.2627 -0.4128 -0.5958  -0.20
C 5.2912 1.1027 -1.0927  -0.21
C 4.1474 2.0034 -0.4170  -0.20
C 3.1929 2.7044 -1.4944  -0.18
C 1.7876 1.9786 -1.6621  -0.22
C 0.5269 2.9447 -1.5687  -0.21
C -0.7612 2.0719 -1.8960  -0.21
C -2.1409 2.8445 -1.6146  -0.19
C -2.3291 2.9773 -0.0345  -0.19
C -3.8534 2.7262 0.4345  -0.19
C -3.9737 2.1201 1.8967  -0.15
C -3.6396 0.5764 2.0490  -0.20
C -2.0760 0.2646 2.3109  -0.33
N -1.4508 1.2605 3.2044  0.07
C -0.1434 1.2712 3.1453  -0.31
C 0.7468 1.6198 1.8910  -0.04
C 0.6669 0.9487 4.4918  -0.04
C -2.0187 -1.2166 2.8854  -0.13
S -3.3369 -2.3656 2.3387  0.77
O -4.0149 -2.8696 3.5899  -0.34
O -2.6720 -3.5783 1.7320  -0.33
O -4.5237 -1.7171 1.3924  -0.21
C -4.2687 -0.3641 0.9373  -0.29
C -3.4952 -0.4279 -0.4369  -0.05
C -4.0875 -1.7503 -1.2962  -0.16
C -3.0030 -3.0230 -1.4533  -0.03
O -3.4490 -1.9740 -2.6049  -0.16
H 0.5181 -2.7740 1.6941  0.06
H 1.4979 -3.7740 0.5507  0.07
H -0.3549 -3.7405 0.3458  0.08
H 1.3056 -1.0775 0.0534  0.07
H -0.4516 -1.3934 -0.2542  0.07
H 1.3130 -1.2964 -2.3524  0.09
H -0.1997 -2.2873 -2.3840  0.09
H 1.5701 -3.7273 -3.2860  0.11
H 1.2041 -4.4512 -1.6616  0.11
H 3.7116 -4.2892 -2.3642  0.10
H 3.2979 -3.6973 -0.6925  0.09
H 3.3596 -1.5724 -3.0372  0.11
H 4.9702 -2.2512 -2.5440  0.10
H 3.0496 -0.3740 -1.0960  0.07
H 3.5632 -1.7055 0.0325  0.10
H 5.5117 -0.4322 0.5041  0.11
H 6.0661 -0.9681 -1.1858  0.10
H 6.3022 1.5219 -0.7865  0.10
H 5.2552 1.1661 -2.2221  0.11
H 4.6772 2.7672 0.2431  0.11
H 3.5748 1.3130 0.2858  0.09
H 3.7480 2.6653 -2.4869  0.10
H 3.0595 3.8059 -1.2480  0.11
H 1.7578 1.5114 -2.6991  0.12
H 1.6230 1.1205 -0.9340  0.07
H 0.3713 3.3712 -0.5217  0.10
H 0.6835 3.8090 -2.2785  0.12
H -0.7241 1.7765 -2.9864  0.12
H -0.7782 1.1604 -1.2097  0.09
H -3.0242 2.3596 -2.1217  0.10
H -2.0165 3.8750 -2.0878  0.11
H -2.0920 4.0647 0.2207  0.12
H -1.5928 2.3673 0.5710  0.07
H -4.4621 2.1831 -0.3429  0.09
H -4.3001 3.7760 0.4928  0.12
H -3.4002 2.7968 2.5925  0.12
H -5.0708 2.2340 2.1969  0.12
H -4.1335 0.2619 3.0341  0.16
H -1.5178 0.2772 1.3265  0.10
H 0.2821 1.2566 0.9168  0.05
H 1.7744 1.1447 1.9520  0.08
H 0.8716 2.7418 1.8137  0.10
H 0.6393 -0.1461 4.7522  0.09
H 0.1570 1.5829 5.2900  0.09
H 1.7087 1.3736 4.3828  0.07
H -1.0253 -1.7143 2.6806  0.09
H -2.0891 -1.1273 4.0202  0.13
H -5.2949 0.0805 0.7070  0.17
H -2.3811 -0.5347 -0.3985  0.09
H -3.7403 0.3846 -1.1782  0.11
H -5.2183 -2.0247 -1.1467  0.16
H -2.0726 -3.0972 -2.0808  0.10
H -2.4327 -2.5696 -0.5635  0.02

---

no.,gap between HOMO and LUMO (eV),LUMO level (Eh),HOMO (eV)
1,10.09,0.00977,-9.83
2,8.31,-0.00206,-8.36